[1]
13
Properties=species:S:1:pos:R:3 method="wB97M-V/def2-TZVPD" multiplicity=1 e_above_lowest_kcal_mol=67.73 homo_lumo_gap_ev=9.300 charge=+1
C 0.30929 -0.09608 0.01010
C 1.90111 -0.67370 0.12856
C -0.94137 0.56345 -0.26473
N 0.65143 -1.23835 0.52608
N -2.10666 -0.30007 0.23926
O 3.15027 1.62343 -0.00856
O 2.71699 -0.83923 -0.91085
S 3.41401 0.25380 0.28453
H -1.05380 0.73793 -1.33758
H -0.96820 1.53576 0.23477
H -2.62532 0.14927 1.00429
H -1.67634 -1.16878 0.59828
H -2.77141 -0.54744 -0.50414


[2]
8
Properties=species:S:1:pos:R:3 method="wB97M-V/def2-TZVPD" multiplicity=1 e_above_lowest_kcal_mol=87.83 homo_lumo_gap_ev=9.032
N 0.88374 0.10693 -1.47043
O 0.72148 -0.12513 -0.12626
O -0.12982 0.33128 -2.09457
O 2.01736 0.22960 -1.90960
Si -0.83868 -0.10774 1.32786
H -0.66187 -1.39009 2.02882
H -0.36717 1.03092 2.13336
H -1.62504 -0.07577 0.11081


[3]
23
Properties=species:S:1:pos:R:3 method="wB97M-V/def2-TZVPD" multiplicity=1 e_above_lowest_kcal_mol=70.90 homo_lumo_gap_ev=9.576 charge=+1
C -0.05737 -1.43913 -0.05619
C -2.12353 -0.43510 -0.09352
C 0.85329 -0.33033 0.18208
C -0.14171 1.09388 0.03338
C -3.58097 -0.70336 0.00892
C 3.42651 0.20612 0.01267
C 2.13532 -0.37232 -0.56902
N -1.35206 -1.50921 -0.18714
N -1.56544 0.74657 -0.00975
O 0.06588 1.96618 1.04213
H 0.29422 -2.51222 0.03580
H 0.91592 -0.34045 1.25445
H -0.06915 1.72645 -0.92046
H -3.91422 -0.85637 -1.05525
H -4.13431 0.30646 0.14113
H -3.80436 -1.46619 0.71603
H 3.66337 1.30452 -0.16144
H 4.28367 -0.25826 -0.38180
H 3.49989 0.17965 1.10479
H 2.29586 -1.45598 -0.61938
H 1.97645 -0.10437 -1.57300
H -2.18541 1.52016 0.17571
H -0.48184 2.73331 0.91986


[4]
13
Properties=species:S:1:pos:R:3 method="wB97M-V/def2-TZVPD" multiplicity=1 e_above_lowest_kcal_mol=0.00 homo_lumo_gap_ev=9.344
C -0.81458 0.89983 0.76741
C -1.70069 -0.10350 0.97910
C 0.17738 0.29200 -0.08150
C -0.26109 -0.93452 -0.45682
C 1.46918 0.86807 -0.46330
O -1.46514 -1.13921 0.20532
O 0.17618 -1.91032 -1.18699
F 1.61806 2.03325 0.19010
F 2.62894 0.16100 -0.13843
F 1.51469 1.01666 -1.78892
H -0.65201 1.87127 1.11773
H -2.58279 -0.31442 1.57377
H -0.10815 -2.74012 -0.71748


[5]
17
Properties=species:S:1:pos:R:3 method="wB97M-V/def2-TZVPD" multiplicity=1 e_above_lowest_kcal_mol=46.48 homo_lumo_gap_ev=9.640 charge=+1
O -0.94618 0.54828 -1.39445
C -0.01151 1.25497 -1.74205
C 1.34001 1.19927 -1.10588
C 1.28339 0.58563 0.32584
C 0.50351 -0.70908 0.51456
C -0.36917 -0.75005 1.50615
N -1.43547 -1.77743 1.70664
H -0.23761 1.73668 -2.69082
H 1.66949 2.24364 -0.99329
H 2.11328 0.65546 -1.69093
H 0.67986 1.31203 0.88030
H 2.27030 0.48630 0.77578
H 0.59302 -1.50990 -0.20017
H -0.44986 0.04063 2.26308
H -1.30301 -2.39050 0.89817
H -1.49766 -2.33584 2.55921
H -2.35866 -1.36078 1.54835


[6]
25
Properties=species:S:1:pos:R:3 method="wB97M-V/def2-TZVPD" multiplicity=1 e_above_lowest_kcal_mol=16.19 homo_lumo_gap_ev=7.879 charge=+2
O 0.96041 0.56550 -5.41465
C 0.35708 0.46066 -4.44423
Ca -0.69624 0.20009 -2.20235
O -3.93172 0.55671 -3.56858
C -2.91405 0.43735 -3.08793
C -2.19645 0.01060 -0.28533
O -2.80783 -0.09232 0.66147
C -1.03818 2.28891 -1.71352
O -1.04475 3.37668 -1.47422
C -1.25104 -1.89441 -2.29776
O -1.36969 -3.00189 -2.36430
C 0.17478 -1.52320 2.51338
N 0.79875 -1.30194 1.18665
C 1.16403 -0.15043 0.68971
S 1.46869 -0.11656 -1.14431
N 1.42613 0.96323 1.32358
C 2.01786 1.04628 2.68222
H 0.03622 -0.56515 2.98868
H 0.82739 -2.16347 3.10852
H -0.79213 -2.00554 2.40061
H 0.80323 -2.15517 0.59922
H 1.53643 1.85266 0.80003
H 2.98921 1.52988 2.66133
H 1.34596 1.63281 3.31043
H 2.13591 0.04873 3.07135


[7]
56
Properties=species:S:1:pos:R:3 method="wB97M-V/def2-TZVPD" multiplicity=1 e_above_lowest_kcal_mol=0.00 homo_lumo_gap_ev=8.605 charge=+1
Au -0.67786 0.49179 1.84956
O -2.08085 -0.91245 5.86754
C -2.01375 -0.38014 4.84933
O -2.06550 0.16408 3.81536
C 1.32726 -0.67685 4.83278
O 1.38290 -0.93905 5.95503
O 1.31383 -0.41622 3.69780
C -5.32704 -3.53584 2.00439
C -4.75217 -3.00235 0.69894
N -3.62215 -2.09362 0.90804
C -3.96738 -0.69052 1.11999
C -3.83248 0.13746 -0.15070
C -2.35072 -2.51721 0.98083
C -2.09129 -3.98172 0.72948
N -1.35662 -1.69469 1.17274
H -6.17464 -4.19070 1.80371
H -5.67464 -2.71897 2.63820
H -4.58323 -4.10333 2.56440
H -5.51543 -2.43690 0.16369
H -4.45195 -3.81843 0.04612
H -3.33092 -0.28804 1.90174
H -4.99339 -0.66013 1.48732
H -2.79526 0.15445 -0.48632
H -4.14659 1.16518 0.03429
H -4.45063 -0.27055 -0.95105
H -2.32043 -4.22841 -0.30766
H -2.69561 -4.62122 1.37034
H -1.04321 -4.20900 0.90720
H -0.49404 -2.21767 1.24692
C 1.43451 -0.68204 -0.70810
C 1.68791 0.64502 -0.08573
N 0.80055 1.35224 0.59767
C 1.41913 2.54102 0.95162
C 2.68147 2.54416 0.47020
N 2.83850 1.34012 -0.18671
C 4.08100 0.90552 -0.81285
N 4.55024 1.87596 -1.74834
N 5.73139 2.51664 -1.51746
N 5.93755 3.36332 -2.44090
C 4.87506 3.32375 -3.32536
C 4.61902 4.07882 -4.47269
C 3.43943 3.83085 -5.13365
C 2.53032 2.85267 -4.67902
C 2.77051 2.10051 -3.55131
C 3.96885 2.36429 -2.88289
H 0.36183 -0.86241 -0.72037
H 1.91906 -1.48557 -0.14943
H 1.80607 -0.71633 -1.73228
H 0.89755 3.30733 1.49556
H 3.46792 3.27787 0.50858
H 3.91006 -0.05696 -1.29202
H 4.85857 0.80347 -0.05783
H 5.32239 4.82659 -4.81129
H 3.19431 4.39579 -6.02238
H 1.61512 2.69410 -5.23379
H 2.06547 1.35430 -3.20920


[8]
46
Properties=species:S:1:pos:R:3 method="wB97M-V/def2-TZVPD" s2=6.04 multiplicity=5 e_above_lowest_kcal_mol=0.00 homo_lumo_gap_ev="8.560 / 6.233" charge=+4
Pd 0.17683 0.26456 1.29344
C 2.74798 -0.10417 3.27479
C 1.63743 -0.50011 4.23154
S 0.00522 0.15239 3.72775
C -1.07990 -1.29666 3.88478
C -0.70922 -2.47538 3.00328
S -0.50417 -2.02801 1.24299
C 1.06649 -2.83609 0.80626
C 2.27874 -2.33667 1.57078
S 2.44314 -0.51600 1.52763
H 3.68742 -0.58188 3.56181
H 2.92425 0.97238 3.28036
H 1.84448 -0.08715 5.22016
H 1.55347 -1.57894 4.34410
H -2.07841 -0.91837 3.66062
H -1.08052 -1.59370 4.93589
H -1.50920 -3.21621 3.04006
H 0.20189 -2.96808 3.33726
H 1.16678 -2.67613 -0.26796
H 0.93947 -3.90903 0.96220
H 3.18983 -2.73548 1.12200
H 2.26561 -2.64969 2.61278
S 1.34928 4.89972 1.20780
C 1.38158 3.19901 1.09641
N 0.24211 2.57360 1.28166
C -0.75962 3.49689 1.52267
C -2.12205 3.22991 1.75367
C -3.02548 4.29982 1.99179
C -2.58798 5.59901 1.99889
C -1.22065 5.89007 1.76282
C -0.32385 4.81944 1.52309
H 2.30843 2.68970 0.86835
H -2.49497 2.21229 1.74447
H -4.06923 4.07464 2.16741
H -3.27534 6.41482 2.18209
H -0.87237 6.91729 1.76758
C -2.63168 -1.95685 -7.96728
S -1.01055 -1.84303 -7.24308
C 0.05266 -0.95876 -8.36355
O -1.01732 -1.29671 -5.88153
H -3.02772 -0.94490 -8.06619
H -3.24062 -2.56805 -7.30324
H -2.51198 -2.43912 -8.93857
H 0.18505 -1.58963 -9.24352
H 0.99983 -0.80694 -7.84903
H -0.42969 -0.01349 -8.61789


[9]
27
Properties=species:S:1:pos:R:3 method="wB97M-V/def2-TZVPD" s2=0.75 multiplicity=2 homo_lumo_gap_ev="2.750 / 7.684" charge=-1
C -1.48849 -1.55426 -0.76560
N -0.20000 -1.22301 -0.37069
C 0.86230 -2.18615 -0.26711
C 1.72511 -2.28825 -1.53932
O 2.12047 -1.14592 -2.10013
O 2.06708 -3.35629 -1.98905
O -2.34533 -0.62625 -0.99469
H -1.73463 -2.62436 -0.84527
H 0.10222 -0.27407 -0.27863
H 1.47858 -1.91913 0.59826
H 0.49267 -3.18765 -0.00908
H 1.82817 -0.29092 -1.69343
H -1.67101 2.26519 -2.25319
H -1.72880 0.89311 -1.39916
O -1.36097 1.82569 -1.46030
H 0.40303 1.55772 -1.26047
H 1.54047 1.49292 -0.11521
O 1.26213 1.15423 -1.00088
H -2.14394 1.22466 0.53635
H -2.45072 -0.10746 1.06817
O -2.38411 0.81300 1.38854
H 2.56926 1.76023 1.97121
H 1.03497 1.79494 2.09224
O 1.78731 2.05221 1.49375
H -1.03291 0.99881 2.46618
H -0.50464 1.80339 3.69234
O -0.22823 1.14761 3.03516


[10]
90
Properties=species:S:1:pos:R:3 method="wB97M-V/def2-TZVPD" multiplicity=1 homo_lumo_gap_ev=4.346
C 1.66109 -3.78319 -0.20235
C 1.07941 -2.94210 -1.33311
C 0.98501 -3.74936 -2.62770
C 1.86584 -1.63931 -1.46309
C 3.18282 -1.67907 -1.92463
C 3.92745 -0.50423 -2.04387
C 3.32723 0.72730 -1.78769
C 2.00812 0.78393 -1.33408
C 1.31469 2.13055 -1.15716
C 1.46683 3.03768 -2.38016
C 1.78334 2.79415 0.12474
C 1.32825 -0.41114 -1.05312
N -0.03236 -0.36438 -0.56315
N -1.00771 -0.61674 -1.45811
N -2.14802 -0.46947 -0.76328
C -3.40785 -0.55021 -1.48636
C -3.95053 -1.78517 -1.89336
C -3.25078 -3.12278 -1.66449
C -3.24918 -4.00160 -2.92306
C -3.93121 -3.85517 -0.51001
C -5.23191 -1.81487 -2.45234
C -5.93454 -0.63895 -2.69784
C -5.32493 0.58481 -2.43868
C -4.03639 0.63468 -1.90218
C -3.36031 1.99285 -1.75460
C -4.08740 2.82728 -0.70806
C -3.25565 2.72261 -3.09702
C -1.88910 -0.22706 0.58175
C -2.97726 -0.28844 1.55935
C -0.53631 -0.13571 0.72705
C 0.37871 -0.25457 1.89397
H 1.68997 -3.20646 0.72928
H 1.06362 -4.68609 -0.03552
H 2.68732 -4.08377 -0.45031
H 0.05817 -2.64851 -1.07476
H 0.50802 -3.16091 -3.41975
H 1.97537 -4.06656 -2.97642
H 0.37662 -4.64778 -2.46165
H 3.62869 -2.64530 -2.18688
H 4.97341 -0.54918 -2.35905
H 3.88182 1.66194 -1.93445
H 0.24622 1.91212 -1.04382
H 1.15357 2.50875 -3.28667
H 0.83220 3.92435 -2.27379
H 2.50330 3.36741 -2.51654
H 1.67818 2.09563 0.96276
H 2.84623 3.06647 0.07505
H 1.19387 3.68819 0.35651
H -2.20744 -2.90218 -1.39984
H -2.79196 -3.47708 -3.76979
H -2.68237 -4.92583 -2.75452
H -4.26964 -4.28357 -3.21148
H -3.98021 -3.21448 0.37838
H -4.95938 -4.12789 -0.78653
H -3.39080 -4.77100 -0.24676
H -5.69148 -2.78116 -2.68037
H -6.94798 -0.67644 -3.09854
H -5.84874 1.52080 -2.65124
H -2.33986 1.80463 -1.40232
H -4.15206 2.28211 0.24154
H -3.55970 3.76992 -0.52715
H -5.10854 3.05239 -1.04213
H -2.76534 2.08672 -3.84286
H -4.24791 2.99375 -3.47698
H -2.66143 3.63792 -2.99349
H -2.55406 -0.18546 2.56941
H -3.73937 0.49573 1.42345
H -3.49501 -1.26260 1.49113
H 0.06939 -1.19234 2.41308
H 1.41091 -0.38408 1.51518
F -1.17176 2.85939 3.57758
C 0.17664 2.71321 3.32849
F 0.84216 3.37397 4.34304
S 0.52622 0.86124 3.41170
N 2.53145 1.12072 4.01082
C 2.98410 1.42546 5.30764
O 2.33373 1.53400 6.33146
C 4.47407 1.56485 5.17595
C 4.80903 1.32040 3.86322
C 6.13010 1.30352 3.43526
C 7.14713 1.52440 4.37642
C 6.80954 1.75614 5.72950
C 5.46460 1.79317 6.13081
C 3.55847 1.03148 3.10308
O 3.49708 0.75859 1.89532
H 0.48694 3.16764 2.37656
H 6.33324 1.10827 2.38575
H 8.19668 1.51442 4.07665
H 7.61278 1.89885 6.45756
H 5.17683 1.97778 7.16366


[11]
14
Properties=species:S:1:pos:R:3 method="wB97M-V/def2-TZVPD" multiplicity=1 e_above_lowest_kcal_mol=13.96 homo_lumo_gap_ev=10.618
C 1.39601 1.29601 -0.18881
N 0.45678 0.26412 0.18548
C -0.51185 -0.27488 -0.64084
N -0.68514 0.35812 -1.84508
C -1.16783 -1.98066 2.38609
N -0.68563 -2.05361 3.42503
O -1.05954 -1.34256 -0.43121
H 0.66584 -0.26907 1.01401
H -1.38339 -0.02317 -2.46007
H -0.33035 1.28091 -2.01780
H -1.64287 -1.97630 1.43328
H 1.93560 1.03206 -1.10319
H 2.11835 1.43718 0.61090
H 0.89401 2.25186 -0.36778


[12]
32
Properties=species:S:1:pos:R:3 method="wB97M-V/def2-TZVPD" s2=9.36 multiplicity=6 e_above_lowest_kcal_mol=4.67 homo_lumo_gap_ev="6.469 / 6.670" charge=+2
Dy 0.23500 -1.69278 1.10982
I -3.71242 -0.59756 -4.62140
C -2.90063 -0.98657 -2.74969
C -2.28059 -2.21204 -2.50779
C -1.80656 -2.44461 -1.23344
I -0.42966 -4.00591 -0.75059
C -2.00338 -1.54888 -0.18311
O -1.68459 -1.86901 1.09488
C -2.42351 -0.25469 -0.49796
C -2.14625 0.78246 0.55582
N -0.68787 0.71810 0.92014
C 0.18287 1.19266 -0.18294
C 1.63382 1.06819 0.20646
C 2.50956 2.12937 0.10255
C 3.84315 1.94240 0.44795
C 4.25806 0.69740 0.89480
C 3.32161 -0.31135 0.98894
N 2.02986 -0.14148 0.66084
C -2.89751 0.00977 -1.77049
H -2.14932 -2.93413 -3.30140
H -2.71698 0.58626 1.46327
H -2.39869 1.78016 0.19217
H -0.55926 1.35827 1.70184
H -0.04156 2.22348 -0.46526
H -0.02212 0.57185 -1.06209
H 2.16088 3.08966 -0.25175
H 4.54524 2.76164 0.36826
H 5.28628 0.50906 1.16767
H 3.61569 -1.29714 1.33462
H -3.24885 1.00421 -2.01583
O 0.17053 -0.89058 4.71530
C 0.31719 -1.23824 3.66839


Please write out number 9 again, unchanged.
27
Properties=species:S:1:pos:R:3 method="wB97M-V/def2-TZVPD" s2=0.75 multiplicity=2 homo_lumo_gap_ev="2.750 / 7.684" charge=-1
C -1.48849 -1.55426 -0.76560
N -0.20000 -1.22301 -0.37069
C 0.86230 -2.18615 -0.26711
C 1.72511 -2.28825 -1.53932
O 2.12047 -1.14592 -2.10013
O 2.06708 -3.35629 -1.98905
O -2.34533 -0.62625 -0.99469
H -1.73463 -2.62436 -0.84527
H 0.10222 -0.27407 -0.27863
H 1.47858 -1.91913 0.59826
H 0.49267 -3.18765 -0.00908
H 1.82817 -0.29092 -1.69343
H -1.67101 2.26519 -2.25319
H -1.72880 0.89311 -1.39916
O -1.36097 1.82569 -1.46030
H 0.40303 1.55772 -1.26047
H 1.54047 1.49292 -0.11521
O 1.26213 1.15423 -1.00088
H -2.14394 1.22466 0.53635
H -2.45072 -0.10746 1.06817
O -2.38411 0.81300 1.38854
H 2.56926 1.76023 1.97121
H 1.03497 1.79494 2.09224
O 1.78731 2.05221 1.49375
H -1.03291 0.99881 2.46618
H -0.50464 1.80339 3.69234
O -0.22823 1.14761 3.03516